A 12-piece molecular cluster, C48H121BN11O19 overall at a distorted geometry, computed with ωB97M-V/def2-TZVPD.

Last column: Mulliken spin population.
CARTESIAN COORDINATES (ANGSTROEM)
1 O -17.3114 -11.2157 -21.0752  -0.005
2 C -18.5628 -11.1118 -20.9463  0.007
3 O -19.5348 -10.6212 -21.7781  0.074
4 B -20.8087 -10.9893 -21.1968  -0.064
5 O -20.4468 -11.5503 -19.8697  -0.002
6 C -19.2222 -11.6789 -19.6538  -0.002
7 O -18.6649 -12.1193 -18.6469  -0.006
8 O -21.5202 -11.8753 -22.1369  0.039
9 C -22.6549 -11.2942 -22.4532  0.372
10 O -23.4968 -11.7124 -23.3184  0.169
11 C -22.7360 -9.9577 -21.7294  0.248
12 O -21.6917 -9.7983 -21.0022  -0.035
13 O -23.6176 -9.1422 -21.9584  0.182
14 C -24.0200 -13.3711 -26.7520  0.000
15 C -22.5500 -13.4048 -27.1412  -0.002
16 C -21.6590 -12.1846 -27.0156  0.006
17 O -20.4618 -12.3455 -27.7613  0.001
18 C -19.4117 -11.3520 -27.5139  0.002
19 N -21.9464 -14.4638 -26.4013  -0.001
20 H -24.5210 -14.3299 -26.8856  0.001
21 H -24.4977 -12.7802 -27.5335  -0.001
22 H -24.2363 -12.9012 -25.7926  0.003
23 H -22.6099 -13.8047 -28.1534  0.000
24 H -21.3704 -12.0674 -25.9710  0.001
25 H -22.2329 -11.2948 -27.2744  -0.006
26 H -19.6967 -10.3632 -27.8732  0.000
27 H -18.5478 -11.6428 -28.1117  0.000
28 H -19.1132 -11.2735 -26.4686  -0.001
29 H -20.9496 -14.3106 -26.3470  0.000
30 H -22.2074 -14.4582 -25.4256  0.000
31 C -17.3664 -12.7809 -14.8125  0.000
32 C -17.0761 -11.3727 -15.3916  0.000
33 C -15.9971 -11.3572 -16.5369  0.000
34 O -15.6359 -10.0181 -16.9079  0.000
35 C -14.8612 -9.6720 -18.0746  0.000
36 N -18.3766 -10.9843 -15.9930  0.000
37 H -18.1728 -12.6620 -14.0889  0.000
38 H -16.4908 -13.2244 -14.3385  0.000
39 H -17.7041 -13.5639 -15.4915  0.000
40 H -16.7555 -10.6593 -14.6324  0.000
41 H -16.2939 -11.9663 -17.3907  0.000
42 H -15.0818 -11.9148 -16.3383  0.000
43 H -15.4174 -9.8402 -18.9968  0.000
44 H -13.9075 -10.1936 -17.9939  0.000
45 H -14.7685 -8.5862 -18.0540  0.000
46 H -18.3799 -11.7105 -16.6949  0.000
47 H -18.2340 -10.1428 -16.5329  0.000
48 C -17.6689 -15.8565 -20.4332  0.000
49 C -17.5966 -15.8580 -18.8471  0.000
50 C -16.8265 -17.0989 -18.2930  0.000
51 O -16.6714 -17.2195 -16.8561  0.000
52 C -17.8481 -17.6976 -16.2919  0.000
53 N -16.8889 -14.6844 -18.3970  0.000
54 H -18.0689 -16.8076 -20.7845  0.000
55 H -16.6124 -15.7250 -20.6670  0.000
56 H -18.3292 -15.0752 -20.8097  0.000
57 H -18.5838 -15.8954 -18.3865  0.000
58 H -15.8620 -17.0880 -18.8005  0.000
59 H -17.4334 -17.8547 -18.7917  0.000
60 H -18.5524 -16.8863 -16.1078  0.000
61 H -17.6244 -18.1179 -15.3114  0.000
62 H -18.4213 -18.3461 -16.9545  0.000
63 H -17.5425 -13.9216 -18.5022  0.000
64 H -16.8767 -14.8695 -17.4042  0.000
65 C -26.9125 -9.1526 -21.3834  -0.007
66 C -27.5320 -8.0329 -22.1636  0.002
67 C -28.1857 -6.8889 -21.3075  0.000
68 O -28.8051 -5.8924 -22.2074  0.000
69 C -29.2826 -4.6386 -21.7445  0.000
70 N -26.5869 -7.4292 -23.1092  0.000
71 H -26.6927 -9.9691 -22.0712  -0.001
72 H -27.5950 -9.5614 -20.6383  0.000
73 H -26.0006 -8.7862 -20.9120  0.004
74 H -28.3996 -8.3894 -22.7188  0.000
75 H -27.3160 -6.4342 -20.8333  0.000
76 H -28.8403 -7.3143 -20.5467  0.000
77 H -28.5810 -4.2130 -21.0271  0.000
78 H -30.0763 -4.8627 -21.0318  0.000
79 H -29.6363 -3.8716 -22.4334  0.000
80 H -25.7072 -7.1197 -22.7211  0.001
81 H -27.0144 -6.6038 -23.5041  0.000
82 C -22.0752 -8.2847 -25.9496  0.003
83 C -22.5285 -7.2222 -24.9590  -0.012
84 C -21.9566 -5.8424 -25.2799  0.001
85 O -22.4792 -4.7594 -24.4852  0.000
86 C -21.6666 -3.5537 -24.5752  0.000
87 N -23.9332 -7.2734 -24.8143  0.004
88 H -22.5384 -8.2012 -26.9328  0.000
89 H -22.3069 -9.1982 -25.4020  0.005
90 H -20.9890 -8.2953 -26.0396  -0.001
91 H -22.0672 -7.5277 -24.0199  0.008
92 H -22.1842 -5.6284 -26.3242  0.000
93 H -20.8760 -5.7296 -25.3677  0.000
94 H -20.9548 -3.5739 -23.7500  0.000
95 H -22.2147 -2.6171 -24.4734  0.000
96 H -21.1545 -3.4317 -25.5297  0.000
97 H -24.0836 -8.0708 -24.2130  -0.004
98 H -24.1345 -6.3872 -24.3735  0.002
99 C -21.4277 -14.9312 -19.7118  0.002
100 C -22.5744 -15.6263 -18.8589  0.002
101 C -23.6213 -16.1425 -19.9257  -0.002
102 O -24.7984 -16.4544 -19.2138  0.000
103 C -25.4766 -17.5886 -19.6787  0.000
104 N -22.0176 -16.8079 -18.2457  0.000
105 H -20.8470 -14.3253 -19.0163  -0.001
106 H -21.8570 -14.2338 -20.4312  0.001
107 H -20.7791 -15.6170 -20.2570  -0.003
108 H -22.9988 -15.0693 -18.0236  0.000
109 H -23.1752 -16.9189 -20.5472  0.000
110 H -23.7388 -15.3086 -20.6178  0.003
111 H -25.6402 -17.4705 -20.7499  0.000
112 H -26.4546 -17.7111 -19.2132  0.000
113 H -24.8928 -18.4875 -19.4810  0.000
114 H -22.1433 -17.7203 -18.6602  0.000
115 H -22.6651 -16.9950 -17.4934  0.000
116 C -20.3279 -8.2169 -18.0774  -0.002
117 C -21.6359 -7.4480 -18.2774  0.000
118 C -22.8363 -8.3279 -17.7854  0.003
119 O -24.0667 -7.6474 -17.9096  0.000
120 C -25.1834 -8.4458 -17.5831  -0.001
121 N -21.7056 -6.3457 -17.4188  0.000
122 H -20.3521 -9.2058 -18.5353  0.002
123 H -20.1133 -8.3734 -17.0202  0.000
124 H -19.5492 -7.6556 -18.5938  0.000
125 H -21.7816 -7.0792 -19.2927  -0.001
126 H -22.7222 -8.6836 -16.7614  0.000
127 H -22.9504 -9.2303 -18.3861  -0.001
128 H -25.3261 -9.3900 -18.1086  0.000
129 H -25.9445 -7.6769 -17.7158  0.000
130 H -25.2121 -8.7581 -16.5392  0.000
131 H -21.4069 -5.5685 -17.9905  0.000
132 H -22.6437 -6.1886 -17.0791  0.000
133 C -13.3395 -10.9010 -22.1084  0.000
134 C -13.4268 -12.3231 -22.6589  0.000
135 C -12.1032 -13.0523 -22.7186  0.000
136 O -11.4163 -13.1760 -21.4584  0.000
137 C -11.5758 -14.4574 -20.8716  0.000
138 N -14.3486 -13.0581 -21.7251  0.000
139 H -12.3251 -10.5029 -22.0819  0.000
140 H -13.7020 -10.7557 -21.0908  0.000
141 H -13.9489 -10.3640 -22.8353  0.000
142 H -13.9595 -12.3553 -23.6092  0.000
143 H -11.4126 -12.6198 -23.4426  0.000
144 H -12.3094 -13.9833 -23.2467  0.000
145 H -10.9622 -14.5543 -19.9760  0.000
146 H -11.3485 -15.2944 -21.5319  0.000
147 H -12.5926 -14.7035 -20.5654  0.000
148 H -15.2724 -12.6522 -21.6821  0.000
149 H -14.0646 -13.1140 -20.7575  0.000
150 C -13.8867 -14.7658 -25.8443  0.000
151 C -15.2025 -14.2980 -25.1291  0.000
152 C -15.8162 -13.0821 -25.8837  0.000
153 O -17.1804 -12.8811 -25.4385  0.000
154 C -17.3522 -12.2174 -24.1553  -0.001
155 N -16.0335 -15.5144 -24.9515  0.000
156 H -13.4243 -15.6568 -25.4195  0.000
157 H -13.1510 -13.9664 -25.7552  0.000
158 H -13.9467 -14.8117 -26.9316  0.000
159 H -15.0730 -13.9990 -24.0889  -0.001
160 H -15.8471 -13.2570 -26.9591  0.000
161 H -15.0965 -12.2788 -25.7257  0.000
162 H -18.2583 -11.6135 -24.1064  -0.001
163 H -16.5307 -11.5202 -23.9908  0.000
164 H -17.3201 -13.0304 -23.4300  -0.001
165 H -15.9997 -15.9323 -25.8704  0.000
166 H -16.9779 -15.1930 -24.7934  0.000
167 C -18.3525 -7.5638 -27.4511  0.000
168 C -17.4757 -8.0648 -26.2955  0.000
169 C -18.2704 -8.5126 -25.0498  0.003
170 O -18.9845 -7.3752 -24.5399  0.002
171 C -19.4521 -7.6584 -23.2156  -0.039
172 N -16.9746 -9.3654 -26.7171  0.000
173 H -19.2269 -8.2069 -27.5510  0.000
174 H -17.8196 -7.5192 -28.4009  0.000
175 H -18.8563 -6.6300 -27.2014  0.000
176 H -16.8134 -7.2641 -25.9663  0.000
177 H -17.7172 -8.9886 -24.2401  -0.001
178 H -19.0198 -9.2740 -25.2661  -0.001
179 H -20.0509 -6.8026 -22.9039  0.001
180 H -18.6095 -7.6883 -22.5249  0.000
181 H -20.0401 -8.5663 -23.0808  0.039
182 H -16.6979 -9.2652 -27.6832  0.000
183 H -16.1492 -9.6633 -26.2171  0.000
184 C -26.3295 -13.4371 -18.9905  0.004
185 C -25.8015 -12.9871 -20.3254  0.002
186 C -27.0811 -12.9900 -21.2283  0.007
187 O -27.6853 -14.2730 -21.5564  0.000
188 C -26.7924 -15.0756 -22.4516  0.004
189 N -25.1701 -11.7086 -20.2170  0.029
190 H -26.9676 -12.7287 -18.4623  0.000
191 H -25.4805 -13.3201 -18.3169  0.000
192 H -26.7113 -14.4580 -18.9828  0.000
193 H -24.9874 -13.6496 -20.6195  -0.009
194 H -26.8758 -12.4126 -22.1298  -0.003
195 H -27.9452 -12.4519 -20.8387  0.000
196 H -27.3045 -15.9645 -22.8200  0.000
197 H -25.9643 -15.4577 -21.8548  -0.002
198 H -26.4241 -14.4630 -23.2745  0.000
199 H -24.8355 -11.2994 -21.0776  -0.026
200 H -25.7271 -10.9812 -19.7918  0.005

2S+1: 2
Kohn-Sham gap (spin up / spin down): 2.5 / 6.5 eV
Total charge: -2
DFT total energy: -3958.04109 hartree
HOMO (spin up / spin down): 0.97 / -2.98 eV